ORCA calculation (ωB97M-V/def2-TZVPD) on C19H23N3O8S in the gas phase at a distorted geometry.

As for the SMILES: CCOC(=O)C1CCN(C(=O)COC(=O)CSc2ccc(C(N)=O)cc2[N+](=O)[O-])CC1. For the total energy, the calculation gives -1902.1812 a.u. Its energy above the lowest of the compared OMol25 structures with the same formula, charge and spin is 0.0 kJ/mol. The LUMO energy is -0.7 eV. The calculation puts the HOMO energy at -8.9 eV.

Last columns: bonded neighbours and bond lengths (Å).
Element x y z (Å)
1 C -1.93232 -4.28109 -1.35443  C2 1.520, H52 1.087, H53 1.087, H54 1.086
2 C -2.04070 -3.90255 0.11414  C1 1.520, H3 1.094, H4 1.093, O5 1.435
3 H -2.73011 -3.06357 0.24600  C2 1.094
4 H -2.37019 -4.75165 0.71817  C2 1.093
5 O -0.75080 -3.53379 0.62273  C2 1.435, C6 1.323
6 C -0.49573 -2.25377 0.84086  O5 1.323, O7 1.207, C8 1.517
7 O -1.29842 -1.35824 0.73818  C6 1.207
8 C 0.96307 -2.03848 1.19813  C6 1.517, C9 1.535, C43 1.529, H51 1.093
9 C 1.67456 -1.61915 -0.09599  C8 1.535, H10 1.090, C11 1.528, H50 1.090
10 H 1.65139 -2.43435 -0.81979  C9 1.090
11 C 3.12233 -1.21533 0.18119  C9 1.528, N12 1.444, H48 1.088, H49 1.098
12 N 3.16905 -0.18029 1.18634  C11 1.444, C13 1.346, C42 1.450
13 C 3.57664 1.09347 1.03537  N12 1.346, O14 1.214, C15 1.538
14 O 3.58307 1.89553 1.94665  C13 1.214
15 C 4.09178 1.50857 -0.35293  C13 1.538, H16 1.093, H17 1.095, O18 1.427
16 H 4.96263 0.91385 -0.63922  C15 1.093
17 H 4.36526 2.56608 -0.28189  C15 1.095
18 O 3.11690 1.33964 -1.38178  C15 1.427, C19 1.335
19 C 2.38075 2.40636 -1.70382  O18 1.335, O20 1.201, C21 1.510
20 O 2.48714 3.49278 -1.20340  C19 1.201
21 C 1.40875 2.08762 -2.81427  C19 1.510, H22 1.090, H23 1.088, S24 1.841
22 H 1.96255 1.69930 -3.66944  C21 1.090
23 H 0.85977 2.98167 -3.10307  C21 1.088
24 S 0.24344 0.71324 -2.43837  C21 1.841, C25 1.744
25 C -0.88920 1.43980 -1.32855  S24 1.744, C26 1.398, C30 1.405
26 C -0.72669 2.70111 -0.74752  C25 1.398, C27 1.376, H41 1.076
27 C -1.67896 3.20277 0.10974  C26 1.376, C28 1.401, H40 1.080
28 C -2.84229 2.48891 0.42401  C27 1.401, C29 1.381, C35 1.496
29 C -3.01220 1.23578 -0.13042  C28 1.381, C30 1.391, H34 1.079
30 C -2.05021 0.72160 -0.99439  C25 1.405, C29 1.391, N31 1.410
31 N -2.25897 -0.56208 -1.54032  C30 1.410, O32 1.227, O33 1.213
32 O -1.33370 -1.05256 -2.18042  N31 1.227
33 O -3.33278 -1.10654 -1.39331  N31 1.213
34 H -3.85009 0.59558 0.09916  C29 1.079
35 C -3.80849 3.12568 1.37293  C28 1.496, O36 1.212, N37 1.353
36 O -3.49232 4.05591 2.08300  C35 1.212
37 N -5.05928 2.60978 1.37771  C35 1.353, H38 1.003, H39 1.006
38 H -5.35432 1.87779 0.75880  N37 1.003
39 H -5.73589 3.02039 1.99917  N37 1.006
40 H -1.53795 4.16822 0.57197  C27 1.080
41 H 0.15244 3.29022 -0.94338  C26 1.076
42 C 2.58061 -0.58712 2.44764  N12 1.450, C43 1.526, H46 1.091, H47 1.096
43 C 1.10863 -0.93718 2.24874  C8 1.529, C42 1.526, H44 1.091, H45 1.092
44 H 0.67762 -1.26048 3.19691  C43 1.091
45 H 0.56247 -0.05346 1.91284  C43 1.092
46 H 2.69055 0.24124 3.14875  C42 1.091
47 H 3.12793 -1.45689 2.82758  C42 1.096
48 H 3.58453 -0.87792 -0.74367  C11 1.088
49 H 3.68014 -2.08132 0.56017  C11 1.098
50 H 1.14559 -0.77027 -0.52880  C9 1.090
51 H 1.38018 -2.98157 1.56170  C8 1.093
52 H -1.24111 -5.11047 -1.48157  C1 1.087
53 H -1.57536 -3.43305 -1.93392  C1 1.087
54 H -2.91167 -4.56973 -1.72391  C1 1.086